Below is a cluster of 2 separate species, C3H7P in total at a distorted geometry, with properties calculated with the ωB97M-V functional and the def2-TZVPD basis.

```
11
Properties=species:S:1:pos:R:3:forces:R:3:mulliken_charge:R:1
C 0.432910 -1.842650 0.260736 0.8235 0.2983 -0.0189 -0.524
C -0.583215 -0.833759 0.698953 1.1392 -0.8748 -0.8980 -0.304
C -0.081076 2.004480 -0.196492 0.0164 0.4813 0.7541 -0.885
P -1.184630 -1.879414 -0.597404 -0.5809 1.2040 -2.1247 -0.106
H 1.389095 -1.530725 -0.161415 -0.4180 0.4211 -0.3742 0.241
H 0.681302 -2.736898 0.842130 -0.6096 0.1759 0.2184 0.270
H -0.895997 -0.711524 1.690903 -0.5214 0.5371 1.1273 0.376
H 0.617405 2.362255 -0.938577 -0.0907 -0.2795 -0.4925 0.306
H 0.451587 1.991925 0.797986 -1.5036 -0.0797 -0.9270 0.297
H -1.173352 2.178856 -0.431621 1.5223 -0.4013 0.8787 0.293
H -1.072156 -0.877156 -1.838143 0.2227 -1.4825 1.8568 0.034
```
Positions in Å, forces in eV/Å.

As for the energy: -459.6359 Eh. The HOMO energy (spin up / spin down) is -8.837 / -8.502 eV. As for the net charge: 0. The spin multiplicity is 1. The HOMO-LUMO gap (spin up / spin down) is 8.5 / 8.6 eV.